Record 1
Density functional theory data (ωB97M-V/def2-TZVPD) for a structure of composition C36H54O4P3SeSiV.

As for the multiplicity: 2. For the HOMO-LUMO gap (alpha / beta), the calculation gives 8.1 / 8.2 eV. Its net charge is +1. Its LUMO energy (alpha / beta) is -3.79 / -3.37 eV. The calculation puts the energy at -173171.5102 eV.

XYZ file:
```
100
Properties=species:S:1:pos:R:3:lowdin_spin:R:1
Se -0.206 -2.409 1.893 0.01
V -0.125 -0.520 0.339 1.09
P -1.465 -1.184 -1.707 -0.01
P -1.508 1.543 1.367 -0.01
P 2.425 -0.242 0.079 -0.02
Si 0.206 1.291 -1.324 -0.03
O 0.651 -1.005 2.248 0.00
O 0.093 -3.756 2.689 0.01
O -1.712 -1.786 1.656 0.00
O 0.255 -2.382 0.216 -0.01
C 4.427 1.001 -3.299 0.00
C 3.372 -1.825 0.119 0.00
C 4.762 0.626 1.429 0.00
C 3.330 -2.570 1.446 0.00
C -0.646 -2.292 -2.938 0.00
C 2.827 2.183 1.442 0.00
C 3.414 1.676 -3.969 0.00
C 3.115 -2.769 -1.048 0.00
C -1.961 0.210 -2.757 0.00
C -3.522 2.375 -0.431 0.00
C -3.231 2.183 1.047 0.00
C 2.151 1.764 -3.407 0.00
C -0.673 4.238 1.478 0.00
C -4.371 1.493 1.786 0.00
C -2.981 0.186 -3.704 0.00
C -3.922 -1.266 -0.406 0.00
C 0.141 2.912 -0.372 -0.01
C 0.739 5.249 -0.175 0.00
C 1.883 1.185 -2.165 0.00
C -1.166 1.343 -2.601 0.00
C -2.034 0.368 3.900 0.00
C -3.686 -2.947 -2.234 0.00
C 2.906 0.508 -1.502 0.00
C 3.236 0.721 1.433 0.00
C -2.452 2.449 -4.316 0.00
C 4.177 0.418 -2.070 0.00
C 0.811 4.043 -0.849 0.00
C -2.940 -2.145 -1.161 0.00
C -0.034 1.848 3.780 0.00
C -3.227 1.307 -4.475 0.00
C -0.004 5.346 0.994 0.00
C -0.598 3.021 0.803 0.00
C -1.434 1.601 3.220 0.00
C -0.402 -3.722 -2.472 0.00
C 0.613 -1.670 -3.521 0.00
C -1.426 2.465 -3.390 0.00
H 3.172 2.698 0.545 0.00
H -0.846 3.367 -3.264 0.00
H 4.396 -1.432 0.000 0.00
H -0.055 6.283 1.529 0.00
H 2.851 0.236 2.341 0.00
H 1.369 2.267 -3.954 0.00
H 4.971 -0.120 -1.570 0.00
H 5.146 1.260 2.228 0.00
H -0.108 1.931 4.865 0.00
H 5.187 0.995 0.496 0.00
H -1.406 -2.312 -3.738 0.00
H 3.898 -3.528 -1.055 0.00
H -4.685 -1.890 0.061 0.00
H -3.045 -3.509 -2.905 0.00
H -4.336 -2.309 -2.830 0.00
H 1.380 -1.528 -2.755 0.00
H 0.620 1.005 3.556 0.00
H -4.244 1.520 2.865 0.00
H 1.265 6.113 -0.551 0.00
H -2.965 0.021 3.459 0.00
H -2.656 3.324 -4.914 0.00
H -4.431 -0.573 -1.082 0.00
H -3.431 -0.699 0.385 0.00
H 2.158 -3.271 -0.932 0.00
H -4.515 0.459 1.485 0.00
H -2.764 2.986 -0.921 0.00
H 0.425 -0.707 -3.992 0.00
H -2.491 -2.846 -0.444 0.00
H -1.271 -4.174 -1.998 0.00
H 1.754 2.322 1.516 0.00
H 4.147 -3.291 1.452 0.00
H 3.283 2.669 2.304 0.00
H 0.426 2.762 3.411 0.00
H -2.218 0.612 4.946 0.00
H -2.071 2.471 3.452 0.00
H -3.118 3.185 1.491 0.00
H -5.293 2.030 1.558 0.00
H 5.135 -0.378 1.615 0.00
H 1.027 -2.337 -4.278 0.00
H -4.027 1.295 -5.200 0.00
H -1.327 -0.456 3.867 0.00
H -3.586 -0.694 -3.847 0.00
H 3.449 -1.927 2.316 0.00
H 2.411 -3.142 1.567 0.00
H 3.141 -2.268 -2.017 0.00
H -4.335 -3.667 -1.733 0.00
H 0.423 -3.777 -1.766 0.00
H 3.610 2.120 -4.933 0.00
H -0.147 -4.327 -3.342 0.00
H 5.409 0.919 -3.743 0.00
H -3.590 1.429 -0.964 0.00
H -1.242 4.327 2.395 0.00
H 1.414 3.978 -1.741 0.00
H -4.479 2.885 -0.532 0.00
```

Record 2
Density functional theory data (ωB97M-V/def2-TZVPD) for a structure of composition C36H54P3SiTl.

For the HOMO-LUMO gap, the calculation gives 6.9 eV. Its net charge is 0. Its LUMO energy is 0.59 eV. The calculation puts the energy at -78646.7850 eV.

XYZ file:
```
95
Properties=species:S:1:pos:R:3:mulliken_charge:R:1
Tl -0.129 1.174 -1.541 1.17
P -0.172 2.247 1.138 0.02
P -2.833 -0.203 -1.022 0.76
P 2.758 -0.228 -1.439 0.02
Si 0.071 -0.869 0.303 -1.25
C -0.439 0.998 2.450 -0.34
C -1.002 0.450 4.735 -0.95
C -0.710 1.392 3.762 0.05
C -2.960 -4.308 -0.944 -1.01
C -1.084 -0.890 4.382 -1.15
C -1.952 4.165 0.250 -1.57
C -1.153 -2.289 -0.161 0.70
C -3.272 -2.974 -1.146 -0.74
C 2.856 -1.565 -0.187 0.52
C -3.925 -0.375 1.557 -1.55
C 2.025 3.240 2.821 -1.56
C 1.909 -2.709 1.693 0.10
C -4.981 1.270 -0.014 -1.45
C -3.616 -0.094 -2.728 0.53
C 1.368 -1.834 -3.159 -1.28
C -2.380 -1.967 -0.778 0.05
C -0.465 -0.361 2.091 0.67
C 2.760 -1.193 -3.053 0.49
C -0.973 4.761 2.473 -1.56
C -0.868 -3.645 0.030 -0.40
C 4.404 0.701 -1.291 0.68
C 4.025 -2.315 -0.030 -0.33
C 3.809 -2.272 -3.309 -1.72
C 1.586 2.818 1.424 2.57
C -4.325 -0.105 0.108 0.31
C 4.127 -3.269 0.967 -0.94
C -2.640 -0.674 -3.756 -1.43
C 1.953 3.876 0.378 -1.45
C 1.748 -1.780 0.660 0.35
C -1.403 3.607 1.570 0.91
C -1.749 -4.642 -0.359 -0.85
C -0.832 -1.280 3.077 -0.26
C 5.580 0.301 -2.178 -1.72
C 4.833 0.817 0.174 -1.39
C -5.027 -0.626 -2.977 -1.76
C 3.069 -3.451 1.845 -1.05
H -5.408 -0.189 -3.903 0.47
H -0.633 4.426 3.451 0.32
H 3.029 4.064 0.389 0.44
H -1.494 -5.684 -0.205 0.42
H -4.799 -0.287 2.207 0.60
H -2.821 4.802 0.434 0.50
H 5.559 1.627 0.285 0.48
H 1.262 -2.361 -4.110 0.61
H 2.845 -0.418 -3.824 0.66
H -5.903 1.306 0.571 0.46
H -3.642 0.992 -2.875 0.50
H -0.960 -2.322 2.802 0.49
H -2.206 3.055 2.071 0.40
H 5.033 -3.855 1.071 0.43
H 4.828 -1.895 -3.289 0.31
H -5.723 -0.370 -2.177 0.36
H -5.221 1.518 -1.050 0.34
H -2.541 -1.753 -3.629 0.20
H -1.181 0.763 5.756 0.43
H -3.176 0.345 1.891 0.04
H 4.094 1.703 -1.608 0.38
H 0.569 -1.093 -3.094 -0.03
H -5.034 -1.708 -3.110 0.34
H -3.506 -1.373 1.677 0.30
H 3.632 -2.703 -4.299 0.51
H -1.356 -1.629 5.127 0.42
H -2.996 -0.478 -4.770 0.53
H 1.675 3.546 -0.625 0.27
H 1.445 4.821 0.578 0.23
H 5.999 -0.664 -1.888 0.24
H 1.110 -2.848 2.409 0.37
H 2.122 1.897 1.168 -1.75
H -0.718 2.441 4.025 0.20
H 6.376 1.043 -2.074 0.49
H -1.193 4.764 -0.259 0.34
H 3.111 3.357 2.833 0.45
H -5.028 -0.884 -0.204 0.75
H 5.299 -0.101 0.528 0.32
H 4.873 -2.141 -0.679 0.40
H 1.766 2.490 3.567 0.38
H 3.717 -3.080 -2.583 0.30
H -0.179 5.350 2.013 0.27
H -4.305 2.038 0.368 0.12
H 3.983 1.026 0.826 0.19
H -1.649 -0.226 -3.662 0.22
H 1.220 -2.557 -2.352 0.19
H 1.588 4.194 3.112 0.30
H 5.291 0.263 -3.229 0.37
H -3.659 -5.083 -1.238 0.42
H -1.825 5.427 2.631 0.45
H 3.152 -4.170 2.651 0.40
H -4.227 -2.720 -1.584 0.27
H -2.252 3.363 -0.427 0.24
H 0.070 -3.928 0.489 0.48
```